--- one ---
A cluster of 2 separate species, C7H14N2 in total. Source: the Open Molecules 2025 dataset; level of theory: wB97M-V/def2-TZVPD.

```
23
Properties=species:S:1:pos:R:3
C 2.45657 -0.04248 -2.62591
C 2.82316 -1.45666 -2.03984
H 3.20014 0.69332 -2.51695
H 1.98221 0.10316 -3.64287
H 1.62109 0.42480 -1.97910
H 3.70862 -1.21003 -1.26945
H 3.13315 -2.07737 -2.85262
H 2.19080 -1.89402 -1.37082
C -0.66698 1.86303 1.28045
C -0.51137 2.06419 2.77293
C -0.86453 0.48849 0.80068
C 0.01550 -0.57780 0.53083
C -1.96473 -1.02697 -0.34444
N -2.17021 0.03606 0.43285
N -0.64734 -1.55944 -0.20919
H -1.42136 2.45751 0.84976
H 0.27311 2.22981 0.74606
H 0.58431 1.75426 3.02241
H 0.99230 -0.34087 0.76657
H -2.32798 -1.80710 -1.13750
H -0.16094 -2.21058 -0.85363
H -1.18139 1.51296 3.39072
H -0.59688 3.15694 3.03364
```

Its gap between HOMO and LUMO (alpha / beta) is 10.72 / 6.84 eV. The spin multiplicity is 2. Its total charge is +1.



--- two ---
A cluster of 2 separate species, C7H14N2 in total. Source: the Open Molecules 2025 dataset; level of theory: wB97M-V/def2-TZVPD.

```
23
Properties=species:S:1:pos:R:3
C -1.02208 0.34377 -2.64768
C 0.39836 0.62261 -2.16778
C -1.81473 -0.46700 -1.64086
H -1.59313 1.23788 -2.89999
H -1.04585 -0.22526 -3.58147
H 1.17505 -0.04706 -2.55432
H -1.45364 -1.49342 -1.50059
H -1.90349 -0.03944 -0.64226
H 0.47753 0.35314 -1.10115
H 0.69793 1.64392 -2.34760
H -2.83366 -0.71689 -1.95891
C -1.13951 -0.04274 2.23517
C 1.30824 0.83053 1.84720
C 0.28546 -0.19453 1.91857
C 2.15052 -1.16151 1.56665
N 2.45305 0.20416 1.63897
N 0.87440 -1.38380 1.70564
H 1.17972 1.89494 1.98176
H 3.32377 0.71552 1.56397
H -1.30282 -0.71479 3.06407
H -1.76153 -0.40748 1.41929
H 2.93032 -1.89466 1.47899
H -1.38391 0.94214 2.62229
```

Its gap between HOMO and LUMO (alpha / beta) is 10.30 / 6.31 eV. The spin multiplicity is 2. Its total charge is +1.



Most stable structure, least stable structure: two, one.



--- one ---
A cluster of 12 separate species, C12H48N22O12 in total. Source: the Open Molecules 2025 dataset; level of theory: wB97M-V/def2-TZVPD.

```
94
Properties=species:S:1:pos:R:3
N 3.96714 1.97651 -1.15390
C 5.14320 2.07870 -1.63908
N 5.96386 1.85870 -0.71392
O 5.48977 2.41453 -2.71542
H 3.21358 2.58752 -1.43480
H 3.81591 1.53885 -0.25630
H 5.83018 1.45831 0.20364
H 6.93779 1.81089 -0.97712
N -2.45735 -0.54656 -5.04442
C -2.99040 -0.20148 -3.89295
N -2.58699 1.03374 -3.51687
O -3.69941 -0.94933 -3.27631
H -1.78996 0.11505 -5.41453
H -2.52159 -1.48868 -5.40272
H -2.54564 1.21088 -2.52339
H -2.04674 1.58045 -4.17212
N -3.23921 -2.51412 -0.82816
C -4.02444 -2.92493 0.08382
N -3.38643 -3.85345 0.81311
O -5.13487 -2.48606 0.28804
H -2.32384 -2.91170 -0.98356
H -3.72855 -1.93475 -1.49524
H -2.44999 -4.13775 0.56344
H -3.83676 -4.29023 1.60465
N -5.39860 0.28733 -0.04096
C -6.50706 0.99235 0.11691
N -7.53482 0.16854 -0.05792
O -6.51079 2.17671 0.36635
H -5.33523 -0.71544 -0.14362
H -4.61287 0.91444 -0.13821
H -7.32051 -0.64750 -0.61313
H -8.36960 0.73031 0.02962
N 2.44475 1.07107 2.75427
C 3.35182 1.30540 1.90507
N 3.48505 2.60140 1.72867
O 3.91112 0.54329 1.24212
H 2.13511 0.11105 2.80531
H 2.02585 1.76836 3.35295
H 3.04206 3.23785 2.37581
H 4.28266 2.92091 1.19780
N 0.03574 -5.53630 -0.70097
C 0.29948 -4.27210 -0.31662
N 1.58535 -4.10849 -0.15695
O -0.47977 -3.40085 0.06048
H -0.90147 -5.80373 -0.96594
H 0.83343 -6.11036 -0.93386
H 1.94087 -3.31881 0.36278
H 2.26283 -4.77886 -0.49117
N -4.00284 3.29277 0.26966
C -2.91871 2.81940 -0.20262
N -1.96418 3.60125 0.17026
O -2.85814 1.84267 -0.86879
H -4.88574 2.80236 0.26035
H -3.78499 4.07057 0.87602
H -2.20711 4.34801 0.80543
H -1.01832 3.34650 -0.07581
N 0.93076 -0.59630 0.31331
C 0.10434 0.32374 0.11560
N -1.12219 -0.05965 -0.00068
O 0.40063 1.52830 -0.06175
H 0.53264 -1.52025 0.40219
H 1.91655 -0.42223 0.17902
H -1.86091 0.50634 -0.39317
H -1.33625 -1.03993 0.11473
N 4.79896 -2.74307 0.17882
C 4.34583 -2.12357 -0.82889
N 5.25301 -2.33503 -1.76505
O 3.30551 -1.52205 -0.99490
H 5.79052 -2.90668 0.27952
H 4.26939 -2.69405 1.03744
H 5.90486 -3.07494 -1.54659
H 5.02611 -1.91736 -2.65621
N 0.71955 -2.81358 2.65777
C 1.97906 -2.53348 2.94029
N 2.10535 -1.85371 4.02541
O 2.86009 -2.92377 2.23488
H -0.10637 -2.47597 3.13103
H 0.64908 -3.43657 1.86594
H 1.24688 -1.56413 4.47180
H 2.98609 -1.42897 4.27837
N 1.06052 3.27834 -2.31189
C 1.38225 4.38131 -1.70558
N 1.71306 4.24192 -0.42559
O 1.67563 5.39292 -2.28457
H 0.53677 2.63323 -1.73776
H 0.98862 3.37629 -3.31456
H 1.62787 3.28700 -0.10786
H 2.28903 4.96251 -0.01437
C -1.32354 1.77402 2.81306
O -1.26984 1.45097 4.20343
H -0.31207 1.67953 2.41798
H -1.88302 1.05639 2.21298
H -1.67423 2.78658 2.61348
H -2.13523 1.64069 4.57317
```

Its gap between HOMO and LUMO is 8.79 eV. The SMILES is NC(N)=O.NC(N)=O.NC(N)=O.NC(N)=O.NC(N)=O.NC(N)=O.NC(N)=O.NC(N)=O.NC(N)=O.NC(N)=O.NC(N)=O.CO. Its total charge is 0.



--- two ---
A cluster of 12 separate species, C12H48N22O12 in total. Source: the Open Molecules 2025 dataset; level of theory: wB97M-V/def2-TZVPD.

```
94
Properties=species:S:1:pos:R:3
N -5.09639 -5.97632 -4.37523
C -4.03438 -6.10911 -3.61829
N -4.07144 -5.40163 -2.56657
O -3.05240 -6.74153 -3.85985
H -5.88160 -5.46208 -4.00229
H -5.10846 -6.46765 -5.25758
H -4.82713 -4.73325 -2.51879
H -3.29208 -5.34316 -1.92681
N 4.03583 2.22872 5.42464
C 5.10196 2.85621 5.03024
N 6.15505 2.07735 5.21614
O 5.15069 4.03278 4.65886
H 3.97577 1.22149 5.46909
H 3.19611 2.76917 5.57597
H 6.01555 1.22140 5.73382
H 7.09408 2.41773 5.06626
N 1.13718 -5.19112 3.57511
C 1.30276 -5.98117 2.50679
N 2.50746 -6.54013 2.52588
O 0.50194 -6.28370 1.66118
H 0.24455 -4.72316 3.64089
H 1.84655 -4.92633 4.24352
H 2.86636 -7.25944 1.91442
H 3.17109 -6.21695 3.21527
N 2.12419 -4.80154 -4.03529
C 3.05594 -5.68750 -3.85576
N 2.56269 -6.72910 -3.33961
O 4.17664 -5.58916 -4.22439
H 1.17463 -5.00493 -3.75769
H 2.39904 -3.91918 -4.44274
H 3.20636 -7.49398 -3.19556
H 1.59326 -6.82671 -3.07358
N 5.41804 2.26668 -2.57148
C 6.14736 1.62831 -3.50584
N 6.88903 2.49845 -4.24902
O 6.28577 0.40136 -3.60857
H 5.58282 3.26050 -2.49886
H 4.74294 1.79837 -1.98410
H 6.59316 3.45521 -4.38006
H 7.61009 2.07595 -4.81619
N -7.32306 2.60874 0.61141
C -7.31322 3.81572 0.13553
N -8.50202 4.42068 0.23602
O -6.32937 4.30531 -0.35763
H -8.03671 2.24941 1.22921
H -6.59344 2.03406 0.21454
H -9.23475 4.01811 0.80271
H -8.63806 5.31442 -0.21433
N 5.79209 -2.34870 1.17549
C 6.90849 -2.74851 1.63268
N 6.78001 -2.80451 2.93354
O 7.86721 -3.07576 1.02344
H 6.06388 -2.04623 0.25096
H 4.93090 -2.16971 1.67188
H 6.02095 -2.37640 3.44407
H 7.55857 -3.18604 3.45159
N 0.15563 6.48581 3.49947
C -0.79332 5.78718 3.05362
N -1.81559 6.44913 2.56538
O -0.70154 4.59977 3.06617
H 0.21246 7.48721 3.38090
H 0.97263 6.01818 3.86545
H -1.99265 7.42336 2.76442
H -2.46675 5.95585 1.97144
N -2.65807 -0.80938 5.53146
C -2.42714 -0.93114 6.78231
N -3.00491 -1.96599 7.25603
O -1.70457 -0.19053 7.43362
H -3.22649 -1.48697 5.04375
H -2.25840 0.02497 5.12621
H -3.55688 -2.58138 6.67574
H -2.63823 -2.21402 8.16385
N -4.96920 1.39433 -5.06289
C -4.87127 0.15626 -4.68819
N -4.51050 -0.55439 -5.73651
O -4.95484 -0.27650 -3.55824
H -4.55439 1.56196 -5.96839
H -4.97609 2.03504 -4.28215
H -4.54281 -1.55598 -5.61060
H -4.20891 -0.06687 -6.56806
N -1.41850 5.56848 -3.17456
C -1.20724 6.33377 -4.24281
N -2.09879 7.26579 -4.28261
O -0.40397 6.07399 -5.11849
H -0.52945 5.17908 -2.89519
H -2.06680 5.95726 -2.50474
H -2.16149 7.73150 -5.17664
H -2.14380 7.71942 -3.38133
C -0.36266 -0.13526 -0.54503
O 0.79233 0.35398 0.11999
H -1.14681 0.61779 -0.46676
H -0.00759 -0.21571 -1.57244
H -0.66658 -1.09904 -0.13655
H 0.46110 1.09167 0.63739
```

Its gap between HOMO and LUMO is 9.01 eV. The SMILES is NC(N)=O.NC(N)=O.NC(N)=O.NC(N)=O.NC(N)=O.NC(N)=O.NC(N)=O.NC(N)=O.NC(N)=O.NC(N)=O.NC(N)=O.CO. Its total charge is 0.



Most stable structure, least stable structure: one, two.